# C48H52BCl5N8O3RbS2

C48H52BCl5N8O3RbS2 as an isolated structure (wB97M-V/def2-TZVPD, the OMol25 dataset).

Cartesian coordinates (Å):
Rb (-0.83, 0.87, 0.51)
C (5.73, -1.78, -3.67)
C (4.58, -0.89, -3.33)
C (4.62, 0.45, -3.46)
C (3.51, 1.30, -3.08)
C (3.72, 2.63, -3.34)
N (2.89, 3.69, -3.38)
C (1.45, 3.72, -3.45)
C (1.01, 4.85, -4.37)
C (-0.48, 5.13, -4.29)
N (-1.29, 4.03, -4.79)
C (-1.53, 2.96, -4.02)
C (-2.05, 1.75, -4.38)
C (-2.54, 1.42, -5.69)
C (-3.01, 0.19, -5.98)
C (-3.56, -0.18, -7.33)
C (-2.98, -0.80, -4.94)
C (-2.54, -0.58, -3.68)
C (-2.55, -1.70, -2.73)
N (-2.07, -1.64, -1.56)
C (-2.15, -2.81, -0.72)
C (-0.81, -3.07, -0.05)
C (0.28, -3.59, -0.99)
N (1.21, -2.72, -1.67)
C (1.25, -1.46, -1.60)
C (2.35, -0.74, -2.29)
C (3.40, -1.46, -2.76)
C (2.37, 0.72, -2.33)
O (1.55, 1.43, -1.74)
C (-2.05, 0.76, -3.29)
O (-1.65, 1.03, -2.17)
H (6.52, -1.23, -4.19)
H (5.42, -2.61, -4.32)
H (6.17, -2.23, -2.77)
H (5.50, 0.93, -3.88)
H (4.74, 2.91, -3.59)
H (3.35, 4.59, -3.45)
H (1.02, 3.85, -2.45)
H (1.11, 2.74, -3.80)
H (1.30, 4.62, -5.40)
H (1.54, 5.77, -4.09)
H (-0.74, 6.03, -4.85)
H (-0.78, 5.30, -3.25)
H (-1.41, 3.95, -5.79)
H (-1.25, 3.06, -2.98)
H (-2.55, 2.19, -6.46)
H (-3.35, 0.59, -8.07)
H (-4.65, -0.31, -7.29)
H (-3.14, -1.12, -7.69)
H (-3.33, -1.80, -5.19)
H (-2.98, -2.64, -3.12)
H (-2.49, -3.70, -1.28)
H (-2.90, -2.59, 0.04)
H (-0.97, -3.82, 0.73)
H (-0.51, -2.17, 0.48)
H (-0.18, -4.22, -1.76)
H (0.92, -4.28, -0.42)
H (0.56, -0.81, -1.07)
H (3.34, -2.54, -2.63)
Cl (-3.30, 0.07, 4.60)
C (-3.85, 1.38, 3.53)
C (-3.09, 1.71, 2.42)
C (-3.59, 2.78, 1.73)
Cl (-2.66, 3.38, 0.32)
C (-4.76, 3.47, 2.02)
Cl (-5.31, 4.82, 1.07)
C (-5.50, 3.07, 3.12)
Cl (-6.97, 3.87, 3.53)
C (-5.04, 2.00, 3.90)
Cl (-5.95, 1.51, 5.28)
C (0.92, 4.35, 0.41)
N (2.24, 3.91, 0.78)
C (3.38, 4.03, 0.00)
C (4.36, 3.38, 0.66)
N (3.84, 2.87, 1.82)
B (4.68, 2.04, 2.84)
N (4.09, 0.60, 2.91)
C (3.50, 0.08, 4.03)
C (3.13, -1.19, 3.76)
N (3.49, -1.44, 2.45)
C (3.27, -2.67, 1.75)
C (4.09, -0.33, 1.93)
S (4.68, -0.19, 0.35)
C (2.53, 3.18, 1.89)
S (1.40, 2.81, 3.09)
H (0.95, 5.36, 0.01)
H (0.30, 4.33, 1.31)
H (0.49, 3.67, -0.32)
H (3.38, 4.57, -0.92)
H (5.39, 3.21, 0.40)
H (5.81, 2.01, 2.41)
H (4.60, 2.52, 3.95)
H (3.36, 0.68, 4.90)
H (2.64, -1.92, 4.36)
H (3.75, -3.50, 2.27)
H (3.70, -2.57, 0.75)
H (2.20, -2.88, 1.66)
C (-4.02, -6.21, 6.36)
C (-3.24, -5.11, 5.70)
C (-3.71, -4.48, 4.56)
C (-3.00, -3.47, 3.92)
C (-3.63, -2.86, 2.69)
C (-1.78, -3.07, 4.46)
C (-0.99, -1.94, 3.88)
O (-0.94, -1.68, 2.70)
C (-1.29, -3.68, 5.63)
C (0.03, -3.28, 6.24)
C (-2.02, -4.69, 6.22)
H (-5.01, -6.31, 5.93)
H (-4.13, -6.02, 7.43)
H (-3.50, -7.17, 6.25)
H (-4.67, -4.78, 4.15)
H (-4.67, -2.62, 2.90)
H (-3.62, -3.59, 1.88)
H (-3.12, -1.97, 2.36)
H (-0.45, -1.31, 4.60)
H (0.84, -3.32, 5.51)
H (0.28, -3.95, 7.05)
H (0.00, -2.26, 6.63)
H (-1.63, -5.17, 7.11)

LUMO level = 0.0366 Ha
HOMO = -4.041 eV
ΔE to the lowest compared entry with this formula, charge and spin = 1.155 eV
Net charge = -1
E = -5670.4571 a.u.

---

# C4H11N2O

An isolated ion of composition C4H11N2O and charge +1 (wB97M-V/def2-TZVPD, the OMol25 dataset).

Cartesian coordinates (Å):
C (-0.54, 1.08, 1.47)
N (-0.95, 0.38, 0.24)
C (-2.24, 0.67, -0.37)
C (-0.07, -0.31, -0.49)
O (-0.31, -0.85, -1.58)
C (1.38, -0.43, 0.03)
N (2.06, -1.44, -0.84)
H (0.12, 1.92, 1.26)
H (-1.42, 1.55, 1.90)
H (-0.07, 0.39, 2.18)
H (-2.95, 0.94, 0.42)
H (-2.22, 1.49, -1.10)
H (-2.64, -0.22, -0.85)
H (1.85, 0.55, -0.12)
H (1.47, -0.73, 1.06)
H (1.33, -1.59, -1.61)
H (2.27, -2.29, -0.34)
H (2.93, -1.10, -1.27)

LUMO level = -0.1294 Ha
HOMO = -13.781 eV
ΔE to the lowest compared entry with this formula, charge and spin = 0.970 eV
Net charge = +1
SMILES = CN(C)C(=O)C[NH3+]
E = -343.5285 a.u.

---

# C28H26BF6KN10O2Sb2Se4

C28H26BF6KN10O2Sb2Se4 as an isolated structure (wB97M-V/def2-TZVPD, the OMol25 dataset).

Cartesian coordinates (Å):
K (-1.12, 0.46, 0.25)
O (0.72, -1.09, -0.86)
C (1.17, -2.31, -0.29)
C (2.53, -2.50, -0.20)
C (3.02, -3.68, 0.35)
C (2.13, -4.65, 0.77)
C (0.77, -4.44, 0.68)
C (0.24, -3.25, 0.16)
C (-1.24, -3.14, 0.25)
N (-1.84, -2.12, 0.67)
C (-3.27, -2.21, 0.94)
C (-3.91, -0.83, 1.17)
N (-3.11, -0.04, 2.08)
C (-3.55, 0.18, 3.25)
C (-2.83, 0.91, 4.30)
C (-3.56, 1.20, 5.46)
C (-2.98, 1.83, 6.54)
C (-1.63, 2.17, 6.48)
C (-0.88, 1.89, 5.35)
C (-1.47, 1.27, 4.24)
O (-0.71, 1.02, 3.17)
H (3.19, -1.72, -0.52)
H (4.08, -3.81, 0.47)
H (2.50, -5.56, 1.23)
H (0.08, -5.18, 1.05)
H (-1.77, -4.08, 0.05)
H (-3.38, -2.79, 1.87)
H (-3.80, -2.73, 0.14)
H (-4.94, -0.99, 1.51)
H (-3.96, -0.30, 0.22)
H (-4.54, -0.19, 3.55)
H (-4.60, 0.91, 5.50)
H (-3.55, 2.04, 7.43)
H (-1.14, 2.62, 7.33)
H (0.18, 2.11, 5.30)
C (0.89, -1.60, -4.33)
C (0.60, -2.05, -3.06)
N (0.91, -1.08, -2.21)
N (1.39, 0.01, -2.85)
C (1.35, -0.31, -4.16)
B (1.68, 1.53, -2.27)
N (0.46, 2.36, -2.61)
C (0.36, 3.39, -3.47)
C (-0.96, 3.75, -3.57)
C (-1.62, 2.85, -2.71)
N (-0.76, 2.03, -2.14)
N (2.03, 1.48, -0.81)
C (3.16, 0.92, -0.30)
C (3.14, 1.08, 1.06)
C (1.93, 1.76, 1.30)
N (1.27, 2.01, 0.19)
N (2.89, 2.11, -3.02)
C (3.70, 3.06, -2.50)
C (4.50, 3.55, -3.51)
C (4.07, 2.85, -4.65)
N (3.11, 1.99, -4.35)
H (0.72, -2.12, -5.25)
H (0.15, -2.96, -2.69)
H (1.68, 0.42, -4.87)
H (1.24, 3.79, -3.96)
H (-1.39, 4.54, -4.17)
H (-2.67, 2.76, -2.50)
H (3.89, 0.48, -0.95)
H (3.85, 0.75, 1.80)
H (1.53, 2.05, 2.26)
H (3.66, 3.31, -1.45)
H (5.28, 4.29, -3.43)
H (4.42, 2.93, -5.66)
F (-2.37, -0.57, -1.84)
Sb (-3.28, -1.31, -3.35)
F (-4.64, -1.94, -2.19)
F (-4.22, 0.32, -3.56)
F (-4.18, -2.04, -4.84)
F (-1.89, -0.70, -4.48)
F (-2.31, -2.92, -3.06)
Se (1.24, -0.88, 7.35)
Sb (2.11, -0.66, 5.11)
Se (3.58, 1.23, 4.74)
Se (2.38, -2.72, 3.79)
Se (0.27, -0.70, 3.30)

LUMO level = 0.1352 Ha
HOMO = -2.073 eV
ΔE to the lowest compared entry with this formula, charge and spin = 0.000 eV
Net charge = -2
E = -13091.2213 a.u.

---

# C35H37AsBIrN13O2S4

C35H37AsBIrN13O2S4 as an isolated structure at a distorted geometry (wB97M-V/def2-TZVPD, the OMol25 dataset).

Cartesian coordinates (Å):
Ir (1.25, -0.21, -0.91)
C (0.80, -4.19, -2.10)
C (1.18, -3.24, -1.16)
N (0.75, -2.04, -1.54)
N (0.09, -2.19, -2.70)
C (0.11, -3.48, -3.06)
B (-0.43, -1.00, -3.56)
N (-1.16, 0.01, -2.65)
C (-2.29, 0.69, -2.90)
C (-2.56, 1.49, -1.82)
C (-1.52, 1.26, -0.92)
N (-0.69, 0.36, -1.45)
N (0.81, -0.30, -4.12)
C (1.15, 0.18, -5.34)
C (2.42, 0.69, -5.26)
C (2.80, 0.50, -3.93)
N (1.82, -0.08, -3.27)
N (-1.43, -1.56, -4.54)
C (-1.37, -1.98, -5.82)
C (-2.56, -2.59, -6.13)
C (-3.30, -2.52, -4.94)
N (-2.61, -1.91, -4.00)
H (1.00, -5.24, -2.09)
H (1.77, -3.37, -0.27)
H (-0.35, -3.82, -3.96)
H (-2.83, 0.57, -3.82)
H (-3.40, 2.14, -1.69)
H (-1.32, 1.69, 0.04)
H (0.48, 0.15, -6.17)
H (3.01, 1.13, -6.04)
H (3.74, 0.71, -3.46)
H (-0.50, -1.83, -6.43)
H (-2.86, -3.03, -7.06)
H (-4.28, -2.89, -4.73)
S (3.51, -0.84, -0.69)
C (3.98, -0.69, 0.98)
C (5.34, -0.80, 1.25)
C (5.83, -0.66, 2.54)
C (7.21, -0.86, 2.78)
N (8.33, -1.05, 2.92)
C (4.93, -0.34, 3.58)
C (3.56, -0.25, 3.32)
C (3.07, -0.48, 2.04)
S (1.35, -0.60, 1.83)
C (5.41, -0.17, 4.90)
N (5.79, -0.07, 5.97)
H (6.02, -1.02, 0.44)
H (2.88, -0.02, 4.12)
C (-3.64, -2.17, -0.94)
C (-2.77, -2.97, 0.01)
As (-1.31, -1.95, 0.94)
C (-2.35, -0.75, 2.13)
C (-3.24, -1.42, 3.18)
C (-0.49, -3.47, 1.94)
C (-1.30, -4.10, 3.07)
H (-4.50, -2.77, -1.24)
H (-3.09, -1.92, -1.85)
H (-4.01, -1.26, -0.48)
H (-2.31, -3.81, -0.51)
H (-3.38, -3.37, 0.83)
H (-2.97, -0.16, 1.45)
H (-1.65, -0.08, 2.63)
H (-3.88, -2.18, 2.74)
H (-3.88, -0.66, 3.63)
H (-2.64, -1.86, 3.97)
H (0.47, -3.13, 2.32)
H (-0.30, -4.22, 1.17)
H (-1.29, -3.47, 3.96)
H (-0.86, -5.06, 3.33)
H (-2.34, -4.27, 2.77)
N (-2.76, 7.16, 2.73)
C (-2.06, 6.01, 2.83)
C (-0.79, 5.99, 3.43)
C (-0.07, 4.82, 3.51)
C (-0.60, 3.65, 2.99)
C (-1.85, 3.64, 2.40)
C (-2.58, 4.81, 2.31)
S (0.34, 2.15, 3.12)
O (1.65, 2.42, 3.62)
O (-0.44, 1.15, 3.79)
N (0.47, 1.64, 1.55)
C (1.33, 2.24, 0.77)
S (2.07, 3.78, 1.15)
C (2.84, 3.75, -0.40)
C (2.55, 2.60, -1.05)
N (1.72, 1.75, -0.40)
H (-2.39, 8.02, 3.11)
H (-3.67, 7.18, 2.31)
H (-0.39, 6.90, 3.86)
H (0.90, 4.78, 3.97)
H (-2.25, 2.71, 2.02)
H (-3.55, 4.81, 1.85)
H (3.43, 4.57, -0.74)
H (2.93, 2.32, -2.02)

LUMO level (alpha / beta) = -0.0863 / -0.2121 Ha
Multiplicity = 5
HOMO (alpha / beta) = -9.777 / -10.383 eV
⟨S²⟩ = 6.023
ΔE to the lowest compared entry with this formula, charge and spin = 1.057 eV
Net charge = +1
E = -6175.7444 a.u.

---

# C21H36N2O5

C21H36N2O5 as an isolated structure (wB97M-V/def2-TZVPD, the OMol25 dataset).

Cartesian coordinates (Å):
C (1.05, -0.71, -2.01)
C (1.03, -1.26, -0.59)
O (2.24, -1.95, -0.41)
C (2.74, -2.11, 0.93)
C (1.71, -2.77, 1.84)
C (3.18, -0.76, 1.50)
C (3.94, -3.02, 0.75)
C (-0.19, -2.19, -0.44)
O (-0.20, -3.30, -0.93)
N (-1.24, -1.69, 0.25)
C (-1.37, -0.45, 1.04)
C (-2.71, -0.78, 1.70)
C (-2.43, -2.23, 2.17)
C (-2.41, -2.48, 0.64)
C (-3.55, -1.44, 0.57)
C (-4.01, -0.80, -0.73)
N (-3.17, 0.23, -1.30)
C (-3.71, 1.38, -1.78)
O (-4.88, 1.70, -1.65)
C (-2.73, 2.29, -2.52)
O (-1.39, 2.10, -2.14)
C (-1.07, 2.79, -0.94)
C (0.34, 2.42, -0.53)
C (1.38, 2.84, -1.57)
C (2.77, 2.50, -1.07)
O (3.04, 3.12, 0.18)
C (2.14, 2.68, 1.18)
C (0.70, 3.03, 0.82)
H (0.15, -0.12, -2.22)
H (1.92, -0.07, -2.14)
H (1.10, -1.54, -2.71)
H (0.95, -0.43, 0.12)
H (1.33, -3.69, 1.39)
H (2.17, -3.01, 2.80)
H (0.87, -2.11, 2.05)
H (3.86, -0.26, 0.81)
H (2.33, -0.10, 1.70)
H (3.69, -0.92, 2.45)
H (4.66, -2.55, 0.08)
H (4.43, -3.21, 1.71)
H (3.63, -3.97, 0.31)
H (-0.58, -0.36, 1.79)
H (-1.38, 0.44, 0.42)
H (-3.12, -0.02, 2.36)
H (-1.50, -2.42, 2.71)
H (-3.27, -2.70, 2.67)
H (-2.44, -3.46, 0.17)
H (-4.44, -1.89, 1.03)
H (-4.16, -1.61, -1.46)
H (-4.98, -0.33, -0.58)
H (-2.22, 0.04, -1.55)
H (-2.80, 2.05, -3.58)
H (-3.06, 3.32, -2.38)
H (-1.16, 3.87, -1.10)
H (-1.78, 2.51, -0.15)
H (0.38, 1.33, -0.44)
H (1.19, 2.34, -2.52)
H (1.31, 3.92, -1.74)
H (2.87, 1.41, -0.97)
H (3.54, 2.85, -1.76)
H (2.24, 1.60, 1.31)
H (2.45, 3.17, 2.10)
H (0.59, 4.12, 0.78)
H (0.03, 2.66, 1.61)

LUMO level = 0.0214 Ha
HOMO = -9.231 eV
ΔE to the lowest compared entry with this formula, charge and spin = 0.432 eV
E = -1307.4834 a.u.

---

# C4H2F2O

One molecule with the formula C4H2F2O at a distorted geometry (wB97M-V/def2-TZVPD, the OMol25 dataset).

Cartesian coordinates (Å):
F (2.42, -0.47, -0.02)
C (1.12, -0.08, -0.03)
C (0.63, 1.19, 0.01)
O (-0.75, 1.10, 0.01)
C (-1.05, -0.20, 0.03)
F (-2.36, -0.45, -0.04)
C (0.02, -1.00, 0.11)
H (1.12, 2.16, 0.01)
H (0.04, -2.08, -0.12)

LUMO level = 0.0339 Ha
HOMO = -9.279 eV
ΔE to the lowest compared entry with this formula, charge and spin = 0.227 eV
SMILES = Fc1coc(F)c1
E = -428.5455 a.u.